{
  "formula": "C19H31N3O3S",
  "method": "ωB97M-V with the def2-TZVPD basis set",
  "species": ["C", "C", "S", "O", "O", "N", "C", "C", "C", "C", "C", "O", "N", "C", "C", "C", "N", "C", "C", "C", "C", "C", "C", "C", "C", "C", "H", "H", "H", "H", "H", "H", "H", "H", "H", "H", "H", "H", "H", "H", "H", "H", "H", "H", "H", "H", "H", "H", "H", "H", "H", "H", "H", "H", "H", "H", "H"],
  "positions_angstrom": [[-3.32440, -2.96470, -0.50616], [-2.02379, -2.50642, 0.10905], [-2.28917, -0.89794, 0.90165], [-1.02564, -0.46067, 1.44397], [-3.39860, -1.00187, 1.80335], [-2.72870, 0.03873, -0.42019], [-3.98572, 0.75732, -0.33084], [-3.85662, 2.06946, 0.44342], [-2.72338, 2.92010, -0.12678], [-1.43482, 2.10202, -0.10942], [-0.21787, 2.88245, -0.60212], [-0.27620, 3.95568, -1.16545], [0.92628, 2.22502, -0.34008], [2.25296, 2.71763, -0.61124], [3.09377, 2.79862, 0.66916], [2.94450, 1.53744, 1.53636], [2.93463, 0.33012, 0.72692], [4.26877, -0.07123, 0.33461], [2.20648, -0.77691, 1.32333], [1.81057, -1.80373, 0.29585], [1.65424, -3.13520, 0.65779], [1.24646, -4.07689, -0.27056], [0.99003, -3.69917, -1.57777], [1.14434, -2.37330, -1.94846], [1.55003, -1.43287, -1.01771], [-1.64532, 0.83626, -0.95174], [-3.63037, -2.26930, -1.28351], [-3.22157, -3.95733, -0.93899], [-4.09581, -2.98985, 0.25952], [-1.67371, -3.17427, 0.89134], [-1.23525, -2.35970, -0.62224], [-4.69409, 0.09308, 0.16370], [-4.32405, 0.95017, -1.35455], [-4.80303, 2.61012, 0.39809], [-3.64548, 1.83047, 1.48811], [-2.94770, 3.22039, -1.15243], [-2.59298, 3.82879, 0.46230], [-1.23312, 1.77741, 0.91675], [0.88725, 1.33413, 0.13045], [2.14797, 3.70413, -1.06731], [2.74428, 2.04646, -1.32351], [4.13617, 2.94992, 0.38690], [2.78148, 3.65777, 1.26409], [1.99613, 1.59605, 2.07554], [3.74924, 1.52048, 2.29103], [4.89901, -0.33164, 1.20050], [4.74847, 0.73943, -0.21013], [4.20476, -0.93958, -0.31932], [2.78243, -1.26436, 2.13016], [1.27502, -0.40162, 1.76293], [1.85500, -3.43633, 1.67603], [1.13322, -5.10981, 0.02496], [0.67566, -4.43392, -2.30426], [0.94956, -2.07108, -2.96769], [1.68608, -0.40284, -1.30989], [-0.75567, 0.20551, -0.95219], [-1.89171, 1.10733, -1.98330]],
  "lowdin_charge": [-0.1177, -0.2663, 0.6607, -0.3021, -0.2809, -0.2303, -0.2002, -0.1614, -0.1468, -0.2222, -0.4573, 0.0734, 0.0752, -0.1704, -0.1536, -0.2061, -0.2477, -0.0698, -0.1587, -0.2167, -0.0398, -0.0904, -0.1050, -0.0877, -0.0576, -0.1512, 0.0722, 0.0783, 0.0748, 0.1052, 0.0734, 0.1126, 0.1307, 0.1155, 0.1164, 0.1239, 0.1235, 0.1371, 0.1030, 0.1208, 0.1127, 0.1022, 0.1131, 0.1168, 0.1221, 0.0934, 0.0840, 0.0874, 0.1317, 0.1046, 0.1144, 0.1034, 0.1015, 0.1060, 0.1039, 0.0996, 0.1468],
  "e_above_lowest_ev": 0.207,
  "lumo_energy_ev": 0.684,
  "smiles": "CCS(=O)(=O)N1CCC[C@H](C(=O)NCCCN(C)Cc2ccccc2)C1",
  "gap_ha": 0.3523
}